Here is C41H42Br2F5NbO23PS as an isolated structure from OMol25. Energies are from the ωB97M-V functional and the def2-TZVPD basis.

Structure (XYZ):
```
116
Properties=species:S:1:pos:R:3:forces:R:3:mulliken_charge:R:1
H 1.14903 4.67521 -1.03743 0.0 -0.1 0.0 0.756
H 3.14528 -1.98744 5.16729 -2.1 -1.4 -0.1 0.256
C 1.73793 -7.41042 6.78937 -0.2 -0.5 -2.0 0.338
H -5.14827 5.05976 2.64455 0.0 0.0 0.0 0.409
C -3.65853 5.93840 5.64416 0.8 0.1 0.8 0.937
H 1.95420 -2.01085 2.16166 0.5 2.0 -0.1 -0.192
C 2.53292 -1.32548 -1.08473 2.2 -0.2 -1.2 -0.402
C -3.15940 0.68036 -6.19883 -0.3 -0.3 -0.2 -0.728
C 1.66655 -6.11703 7.52399 -0.1 1.1 0.2 0.790
F -5.22865 -2.10225 2.99265 3.2 2.4 -3.0 -0.246
C -3.82474 0.46212 -8.63697 -0.5 -0.5 -1.6 0.396
H -4.46770 -1.21245 -9.25360 0.1 0.4 -0.1 0.350
H 1.83102 -3.55844 0.63635 2.1 -0.2 -0.9 0.123
F -4.88960 -0.97801 0.84397 2.0 -1.8 4.4 -0.251
H 1.73588 -5.20253 9.51146 0.0 0.0 0.0 0.428
C 2.17456 -2.66227 5.11277 -0.4 0.0 0.6 -0.555
O 1.49090 -5.07342 6.90509 0.0 -1.3 0.4 -0.510
O -4.01854 -1.32286 -7.11635 0.1 0.7 -0.5 -0.639
C 2.89979 -3.75063 0.20523 1.0 -0.5 1.1 -0.735
H 2.48286 -2.52240 -9.56454 -0.3 0.2 0.1 0.339
O -2.69224 3.75714 -7.92111 -0.2 -0.9 0.3 -0.622
H 2.33435 -3.52259 4.32112 -0.3 1.9 1.4 0.077
F -3.88971 -3.85401 1.21110 2.0 3.6 1.3 -0.333
C -4.21620 -1.49781 2.08727 -1.4 1.2 0.7 0.605
C -0.72001 -1.37154 1.09459 -0.8 -0.2 -0.7 1.255
C 1.80760 -6.14738 8.98816 0.0 0.2 -0.3 -0.988
O -4.30169 -0.33475 -9.66148 0.5 0.4 1.7 -0.581
H 2.28885 -8.28041 11.22976 -0.1 0.4 -0.1 0.345
C -2.26186 5.64636 5.28655 -0.6 0.2 0.5 -0.735
H 1.78629 1.44031 -1.12397 0.0 0.2 0.4 0.307
C 3.58173 -2.46312 -0.56416 -0.9 -1.9 -2.3 -0.075
O 1.93498 -0.26322 -4.11370 -0.7 -0.3 -2.4 -0.234
O 1.57922 -7.37762 5.41611 0.1 0.7 2.0 -0.570
C 1.89352 -0.73854 -5.41161 0.5 0.6 2.2 -0.114
F -3.60742 -0.30206 2.76688 -2.2 -4.3 -2.4 -0.225
O 2.78800 2.64423 2.87722 -4.0 -0.7 -3.3 -0.670
H 2.84155 3.95418 0.60624 -2.2 -0.3 0.5 0.303
H 1.97146 -3.21017 6.15239 0.7 1.5 -2.4 0.199
C 2.87575 -1.90325 -7.31725 1.0 -0.2 0.5 0.822
Br 5.19600 -1.71961 0.42296 -1.2 -0.6 -0.7 -0.164
C -4.39560 5.24181 3.40092 0.1 -0.1 -0.1 -1.094
C 0.65812 -0.48286 -6.20189 -1.0 0.3 -0.2 1.193
O 2.14540 -7.33495 11.00607 -0.1 -0.8 -1.8 -0.569
C -2.99626 4.97253 3.03496 -0.3 -0.4 -1.2 0.997
H 3.77791 0.84225 0.30933 -0.4 0.9 -0.5 0.076
C 0.37526 4.92212 -4.44697 -0.4 -0.5 -1.6 0.253
H 0.02500 2.37542 3.44528 0.6 0.3 -1.7 0.352
H -0.26770 3.24755 -5.06360 0.1 0.2 0.0 0.246
O 0.18146 3.13714 -2.92635 0.1 0.9 -0.6 -0.414
H 3.82906 -1.59783 -5.37070 -0.1 0.0 0.0 0.496
F -2.33569 -3.10280 2.85730 -2.6 1.5 -3.4 -0.257
C -2.98769 2.57810 -7.75759 0.1 0.8 -0.6 0.897
H -2.62768 -1.39349 -0.32677 0.7 -1.3 2.0 0.323
O -2.32519 2.74371 -5.39691 -0.9 -0.6 -1.9 -0.638
C 1.94845 -8.56139 7.43098 0.1 -0.2 0.4 -0.832
H -2.16482 3.62325 -5.80335 0.0 -0.2 0.2 0.333
C 0.83845 -1.73486 4.73827 0.1 -2.1 0.2 -0.203
Nb 2.00684 0.34918 0.33938 -0.7 -3.6 0.3 -1.259
H 1.44182 -6.43151 5.19191 0.1 -0.3 0.0 0.327
H -1.75923 -3.06090 -0.13190 -0.9 2.1 1.4 0.262
C 0.70295 6.19767 -4.66217 0.1 0.3 0.1 -0.809
C -2.09680 -2.08296 0.46415 0.5 -1.3 -0.1 -0.868
H 2.03518 8.08325 -1.61335 -0.1 -0.4 0.2 0.334
O 0.03767 2.58229 2.46177 1.8 0.2 0.0 -0.418
C -0.27468 -0.06099 0.21700 -1.9 1.4 -0.1 -0.678
H 4.06088 -2.92843 -1.55643 -0.8 1.1 2.3 0.391
H -0.28022 -0.75338 -8.16098 0.0 0.0 0.0 0.489
C 1.37149 6.41488 -2.22505 0.5 0.4 1.3 0.197
H 2.00481 -9.50847 6.90926 0.0 0.1 0.0 0.409
C -4.70821 5.69102 4.61794 -1.7 0.1 -0.2 0.485
H 3.63219 -4.01021 1.11160 -1.7 0.5 -1.9 0.246
C 1.21231 7.03810 -3.56759 0.1 0.6 -0.5 0.868
H 3.40108 -0.87515 2.58572 -2.3 -0.1 -0.9 0.412
O 1.50776 8.21714 -3.73111 -0.1 -0.6 0.3 -0.640
O 1.62061 -2.07423 -9.42327 0.7 0.3 1.7 -0.591
H 2.86163 -4.72768 -0.47253 0.1 2.4 1.2 0.256
C 1.04060 5.14036 -2.00883 -0.2 -0.2 -0.2 -1.066
H 0.11698 -2.47266 4.13972 1.4 1.8 1.1 -0.035
O -3.97490 6.36900 6.74808 -0.2 -0.2 -0.7 -0.634
C 0.61717 -0.96181 -7.59214 -0.2 0.2 0.3 -1.173
H -5.98668 6.26028 5.89839 0.0 -0.1 -0.4 0.341
P 1.62730 2.46780 1.77180 3.1 2.8 3.2 0.722
H -1.51077 5.81381 6.04822 0.0 0.0 -0.1 0.446
H 0.23743 -1.45579 5.72404 1.5 -0.2 -2.2 0.394
C -1.94940 5.19383 4.07069 2.4 -0.3 -0.2 0.275
C 1.65077 -1.62327 -8.11642 -0.6 -0.3 -1.7 0.423
H -0.67344 4.60368 2.79731 0.3 -0.2 0.2 0.196
O 1.82802 3.87409 0.70431 1.0 -1.4 1.4 -0.571
C -3.11495 -2.63720 1.65073 0.8 -1.2 -0.1 0.680
H 0.60909 6.65871 -5.63734 0.0 0.0 0.1 0.448
H -0.84071 0.86720 0.71162 1.1 -1.9 -1.0 0.324
O 1.87481 7.20371 -1.20691 -0.5 -0.2 -1.7 -0.571
C -2.82851 1.95488 -6.41505 0.5 0.5 1.7 0.412
C -3.49705 1.73767 -8.85217 0.1 0.2 0.1 -0.997
C 2.92583 -1.40298 -5.93457 0.2 -0.3 -0.5 -0.752
H 3.05370 -0.81791 -2.03336 -1.2 -1.1 2.0 0.476
O -0.28147 0.11470 -5.68784 0.9 -0.4 -0.2 -0.407
H -0.66785 -0.07024 -0.90710 0.8 -0.2 2.4 0.150
O 2.32271 -9.62807 9.50823 -0.1 0.8 -0.1 -0.620
H -3.59091 2.19871 -9.82734 0.0 0.0 0.1 0.420
C 2.26298 -0.88654 2.22520 1.0 -0.8 2.4 -0.092
C -3.69163 -0.15376 -7.28767 0.1 -0.6 1.0 0.948
C 2.11350 -8.58826 8.89246 0.1 -1.0 -0.3 0.890
O 3.80168 -2.52984 -7.82029 -0.7 0.4 -0.1 -0.626
H 0.10309 -2.21008 1.03359 -1.7 1.7 0.5 -0.931
H -3.05097 0.21521 -5.22743 0.0 0.0 -0.1 0.405
O -2.67648 4.57400 1.92054 -0.1 0.4 1.0 -0.539
O -0.10169 4.12525 -5.47148 0.7 0.6 1.7 -0.616
O -6.02155 5.94356 4.96943 1.7 0.0 0.3 -0.582
S 1.30529 -0.20452 3.73339 -0.1 -1.5 0.2 -0.120
C 0.50837 4.30624 -3.09767 0.0 -0.9 0.9 1.125
Br 0.95085 -2.31468 -1.87129 0.9 0.3 0.2 -0.252
H 1.07026 0.17975 -3.97039 0.3 -0.1 0.2 0.175
O -0.63913 4.91461 3.72813 -2.6 0.6 0.1 -0.468
C 2.01466 -7.29887 9.62991 0.1 0.5 1.7 0.500
H -0.98925 -1.03135 2.18296 1.0 -0.8 -2.1 0.264
```
Positions in Å, forces in eV/Å.

The net charge is -1. The calculation puts the frontier orbital gap at 0.18108 hartree. Its spin multiplicity is 1. The maximum force comes out at 0.1044 hartree/bohr.